DFT (ωB97M-V/def2-TZVPD) results for a 3-piece molecular cluster, C46H48B2Br2F6N3O12P2 overall in a non-equilibrium geometry.

Calculated values
* electronic energy: -9328.43723 hartree
* HOMO level: -0.4002 Eh
* 2S+1: 1
* net charge: +1

Geometry as XYZ:
```
121
Properties=species:S:1:pos:R:3:forces:R:3:mulliken_charge:R:1
Br -3.945 -5.950 4.470 0.102 0.105 0.060 -0.092
H 2.185 2.165 2.932 -0.132 -0.004 -0.097 0.331
C 1.985 1.905 -4.861 0.014 -0.009 0.038 -0.659
C -2.116 2.391 -1.794 0.055 -0.014 -0.064 0.333
C 0.622 2.004 -5.083 0.079 0.005 -0.077 -0.500
H 4.091 -6.011 3.200 -0.088 -0.054 -0.222 0.521
F -2.470 -8.103 4.915 0.127 0.068 -0.088 -0.258
H 0.894 -4.476 0.982 -0.119 -0.233 0.208 0.622
C -4.852 2.567 -2.235 0.008 -0.002 0.020 -0.588
C 2.488 1.959 -3.567 -0.006 0.000 -0.033 -0.713
O 0.260 5.135 -5.985 -0.004 -0.062 0.044 -0.577
C -1.060 -4.422 3.002 -0.277 -0.410 0.132 0.895
O -1.369 9.662 -8.352 -0.012 0.019 0.002 -0.666
H -1.031 -1.392 1.546 0.112 0.109 -0.159 0.972
H 0.796 -2.784 0.678 0.016 0.037 -0.130 1.269
O -0.214 2.347 -0.401 0.006 -0.180 0.216 -0.765
F 5.832 -4.199 2.388 -0.078 0.186 -0.264 -0.262
C 1.961 7.349 -5.844 0.094 0.033 0.029 -0.516
H 4.181 -3.036 -0.278 0.046 -0.216 -0.156 0.423
C 1.703 -4.627 6.377 -0.427 0.033 0.272 -0.958
H 1.813 -5.092 3.387 0.049 0.000 0.116 -1.224
H 3.554 1.891 -3.398 0.017 0.004 -0.002 0.452
H 3.976 -0.127 1.934 0.069 0.124 0.034 0.471
C 4.116 -1.141 2.306 -0.063 -0.008 -0.110 -1.235
Br -0.765 -8.629 2.676 -0.117 0.138 0.053 -0.047
C 1.138 9.683 -7.113 0.081 0.060 0.024 -0.610
H 2.009 2.144 -1.481 -0.047 0.004 0.042 0.575
O 3.843 -3.361 0.562 0.267 -0.146 0.190 -0.461
C -1.014 8.648 -7.793 -0.002 0.025 -0.020 0.514
H -2.593 2.477 0.289 0.068 0.061 0.002 0.666
H 2.658 1.793 -5.700 0.013 0.013 -0.014 0.435
N 0.959 -2.967 4.695 -0.091 -0.236 -0.513 0.265
H -1.577 -5.197 -0.820 0.207 -0.174 -0.092 0.368
C 1.628 2.100 -2.492 0.091 -0.013 -0.015 -0.593
H -2.717 -0.073 2.240 0.324 0.533 0.129 0.254
C -1.890 7.442 -7.751 0.084 -0.014 0.054 0.464
H -4.361 2.490 -4.325 0.053 -0.009 -0.044 0.537
H -3.293 -2.133 4.818 -0.552 0.047 -0.325 0.415
C -3.986 2.483 -3.312 -0.106 0.009 0.030 -0.635
O -2.795 -2.527 4.093 0.700 0.018 0.505 -0.934
B -2.158 -1.610 3.312 -0.260 0.384 -0.102 1.035
H 0.215 -6.081 3.532 0.163 -0.009 -0.059 0.770
H 2.251 -5.486 6.001 0.175 -0.042 0.011 0.235
C 0.732 7.389 -6.490 -0.086 0.008 -0.039 0.145
H 0.646 -4.862 6.304 -0.040 -0.073 -0.067 0.107
F 6.059 -5.326 4.204 0.156 -0.098 0.080 -0.323
H 0.225 1.976 -6.087 -0.073 0.047 0.003 0.458
H -0.114 -6.034 1.807 0.007 0.042 -0.106 1.080
H -4.961 6.450 -8.753 -0.012 -0.004 -0.014 0.396
H 3.728 8.438 -5.326 0.018 0.003 0.002 0.408
H -4.177 4.336 -7.734 -0.007 -0.015 -0.002 0.467
H 3.003 10.507 -6.467 0.012 0.012 0.003 0.401
H -3.481 8.434 -8.774 0.056 0.043 -0.005 0.490
C -3.536 5.208 -7.735 -0.023 0.030 -0.011 -0.636
O -1.396 -5.022 0.112 -0.091 -0.306 0.058 -0.444
C 1.935 -3.185 2.461 0.726 -0.762 -0.273 2.761
C -0.814 -1.915 2.486 -0.193 -0.313 -0.268 -1.480
C 0.137 -2.158 5.614 0.442 0.493 0.438 0.758
C 5.285 -4.402 3.589 -0.058 -0.454 -0.094 0.685
H 3.822 -1.149 3.350 0.053 -0.178 0.269 0.248
C -2.246 -6.889 4.422 -0.354 0.053 -0.077 0.666
C -2.618 2.390 -3.096 0.086 -0.002 0.028 0.375
H -1.935 4.217 -6.707 0.045 0.005 0.022 0.567
C 2.046 -3.396 5.599 0.331 0.528 0.124 0.681
P -1.623 -3.451 0.428 -0.211 0.728 -0.059 0.143
N -0.631 -3.371 2.015 0.019 -0.680 -0.373 1.347
C -1.628 -6.896 2.979 0.471 -0.523 -0.053 0.198
H 2.605 -5.100 1.881 0.152 0.136 -0.206 1.117
H -0.822 -4.100 4.003 0.329 0.180 -0.131 -0.523
P 3.008 -2.135 1.263 -0.448 0.731 0.001 -0.129
C -0.534 -5.848 2.785 -0.331 0.109 0.280 -2.384
H 1.999 2.515 4.656 -0.102 0.042 0.071 0.318
C -1.456 6.254 -7.156 0.045 0.080 -0.005 0.085
H -1.876 -2.225 6.218 -0.019 -0.068 0.124 0.247
C 2.364 9.635 -6.472 0.009 -0.025 0.014 -0.486
O 3.053 -2.764 5.719 -0.181 -0.484 -0.361 -0.439
H -2.139 -4.457 2.987 -0.138 0.095 -0.196 0.214
C -0.121 6.167 -6.501 0.014 -0.016 0.007 0.387
C 0.315 8.564 -7.119 -0.055 -0.082 0.008 0.310
B 0.664 0.189 3.498 -0.005 -0.212 0.595 0.731
H 0.808 10.583 -7.610 -0.066 -0.009 -0.021 0.483
C -1.705 2.279 -4.273 0.027 0.022 -0.041 0.690
C -3.153 7.508 -8.323 -0.090 -0.032 -0.037 -0.717
C -2.990 2.472 -0.717 -0.090 -0.028 0.020 -0.685
H 5.159 -1.398 2.169 0.238 -0.224 0.121 0.456
H -3.862 -4.233 0.585 -0.029 -0.100 -0.095 0.432
C 3.891 -5.003 3.562 -0.175 0.043 0.131 -1.116
H 3.446 1.695 4.068 0.093 -0.073 0.068 0.295
C 0.774 -3.523 1.480 -0.172 0.471 0.059 -3.441
H 1.947 -4.469 7.422 0.238 -0.086 0.070 0.435
C -3.976 6.395 -8.310 0.009 -0.031 0.014 -0.452
C -0.649 2.316 -1.538 0.004 0.025 0.004 0.454
F -1.377 -6.267 5.255 -0.054 -0.130 -0.001 -0.219
N 1.483 -2.280 3.521 0.366 0.287 0.468 1.529
H 3.692 -5.172 4.613 -0.058 0.235 0.237 -0.076
O 1.796 0.505 4.155 0.225 0.028 -0.659 -0.231
O -0.278 1.138 3.186 0.216 0.176 -0.429 -0.549
C -4.354 2.557 -0.937 -0.016 -0.018 -0.006 -0.719
C 2.373 1.793 3.937 0.092 0.162 0.326 -0.899
O -2.147 2.286 -5.401 -0.020 -0.053 -0.009 -0.728
H -3.772 -2.481 0.714 -0.130 0.110 0.043 0.403
H 1.036 -1.031 1.973 0.292 -0.272 -0.134 0.495
C 0.259 2.191 -2.707 -0.094 0.016 -0.011 0.253
C -2.280 5.136 -7.158 -0.055 -0.044 -0.013 -0.410
H -0.726 -2.843 7.365 -0.055 -0.029 0.148 0.492
F -2.609 -6.771 2.049 -0.019 0.079 0.155 -0.296
C 0.579 -1.317 2.929 -0.704 0.392 0.425 -2.293
H -0.399 1.345 2.253 -0.176 0.053 -0.011 0.261
C -0.997 -2.849 6.310 0.377 -0.159 0.525 -1.645
H -1.174 -3.875 6.014 -0.239 0.037 -0.208 0.230
H -5.033 2.623 -0.097 -0.014 0.020 0.008 0.471
C 2.585 -4.567 2.826 -0.081 0.115 0.159 -0.299
H -5.917 2.642 -2.406 -0.017 0.005 0.003 0.414
O -2.744 -0.384 3.148 -0.280 -0.623 -0.045 -0.513
H -3.481 -3.506 2.133 -0.056 -0.018 0.060 0.165
C -0.245 2.151 -4.011 -0.058 -0.001 0.082 0.434
H 2.270 6.437 -5.354 -0.046 -0.051 -0.018 0.517
O 0.448 -1.041 5.929 -0.463 -0.246 -0.745 -0.453
C -3.332 -3.412 1.064 0.063 0.086 -0.058 -0.898
C 2.773 8.469 -5.833 -0.006 0.024 -0.015 -0.535
F 5.408 -3.291 4.298 -0.165 0.593 0.019 -0.215
```
Positions in Å, forces in eV/Å.